Formula: C25H60F8N9O19S8
Source: OMol25
Level of theory: the ωB97M-V functional and the def2-TZVPD basis

```
129
Properties=species:S:1:pos:R:3
S -6.0505 -3.6741 -2.9631
S 2.8409 -0.0661 -1.9590
S -5.9598 4.2636 0.4351
S -4.1049 5.8246 -0.2857
S -1.2004 -5.2161 2.4895
S -5.1279 -3.0810 -0.8550
S 3.6741 1.6477 -0.4154
S 0.6732 -4.4072 3.7625
F -3.4690 6.1535 -1.7775
F 3.0525 3.1105 -0.1063
F -5.5761 -3.5589 0.6183
F -7.4820 -4.1985 -3.5130
F -7.2403 3.7708 -0.3750
F 1.3850 -0.4340 -2.5175
F -2.6187 -4.6012 1.9989
F 0.7008 -3.6771 5.2249
O -6.4206 5.2354 1.3927
O 1.6905 -3.8074 2.9446
O -5.5812 2.9972 1.0104
O 1.7048 2.2936 -5.6304
O -5.0031 -1.6376 -0.7746
O 0.5402 5.0190 3.2997
O 0.0531 0.7356 5.2611
O -3.9294 -3.8556 -0.9882
O -0.5513 -5.4098 1.2082
O 2.9278 -1.0254 -0.8896
O -5.2309 -4.7760 -3.4069
O 4.9709 1.9754 -0.9467
O 3.5498 1.0403 0.8851
O -1.6147 -6.4791 3.1066
O -5.9990 -2.3776 -3.6147
O 0.8377 -5.8165 4.0741
O -4.5309 7.0684 0.2961
O 3.6554 -0.2706 -3.1303
O -3.0229 5.1092 0.3915
N -6.5197 -3.7026 -1.5452
N 0.8542 0.6727 7.4869
N 2.5334 1.3776 -1.6935
N 2.3918 5.5143 4.6430
N -0.9301 0.5761 0.8390
N 1.4771 -4.0641 -5.0422
N 2.1570 3.3004 -3.5388
N -0.8947 -3.9888 3.3755
N -5.1117 4.8846 -0.9309
C -0.3050 1.6934 0.0566
C -0.1458 1.0295 6.3858
C 2.4218 -4.0101 -2.6640
C 0.1459 -0.2020 1.5784
C -1.9992 1.1087 1.7905
C 1.5341 -2.5902 -5.3693
C 2.1892 0.1261 6.9065
C -1.5761 2.3851 2.5996
C 1.6827 4.7988 5.7930
C -2.7617 2.8200 3.4332
C 1.2359 -4.3235 -3.5504
C 2.1543 -4.1634 -1.1538
C 1.0039 -5.4558 -7.0986
C -1.3730 1.8310 6.8228
C 2.4104 5.9224 2.1402
C 0.2445 -1.5603 0.8760
C 3.5982 3.3739 -3.9451
C -0.2418 2.6484 -4.2341
C 2.7361 -4.8291 -5.5375
C -1.5348 -0.5042 -0.0632
C 0.4086 -4.8379 -5.8513
C -1.1923 -1.8584 0.4992
C 2.4941 -5.1509 -7.0039
C 1.2448 2.7463 -4.6342
C 1.6635 5.3830 3.2908
H -0.4199 -4.2070 -6.1769
H -0.9719 -0.4404 -0.9973
H 2.7064 6.4431 4.9260
H 2.7149 -4.2541 -7.5832
H -1.1117 2.3542 -0.2652
H 4.1566 3.4705 -3.0155
H 2.3018 -2.0893 -4.7892
H 1.8171 -5.1888 -0.9681
H 0.7177 -4.8861 -7.9826
H 3.9286 2.4292 -4.3723
H -3.6265 3.1100 2.8354
H 3.3545 -4.4886 -2.9691
H -0.7448 3.5918 -4.4620
H -1.5020 1.7277 7.9024
H 3.7074 4.1661 -4.6794
H 1.0339 1.5267 8.0066
H 2.8843 -5.7208 -4.9313
H 2.4330 -0.8975 7.1743
H 0.5057 -2.3063 -5.1448
H 0.3603 -3.7476 -3.2526
H -0.4878 2.2791 -3.2411
H 3.4008 5.4732 2.0412
H -3.1709 2.0919 4.1379
H -2.8350 1.4186 1.1619
H 0.6862 -6.4861 -7.2379
H 1.3802 -3.4650 -0.8559
H 1.8077 4.2228 -3.2811
H 1.0354 -5.3915 -3.4704
H 0.1974 1.3893 -0.8577
H 2.5211 7.0105 2.1366
H 2.1165 2.7218 -2.6716
H 1.5917 -2.5919 -6.4565
H 2.8056 0.8282 7.4672
H 2.6823 -2.9691 -2.8650
H 1.1034 0.2998 1.4576
H -0.7410 2.0063 -4.9603
H -2.2928 1.5593 6.3115
H 3.2805 5.0178 4.5415
H 1.3040 3.8165 5.5342
H 1.9024 5.7883 1.1859
H -0.1233 -0.5118 2.5859
H 0.4471 -2.3803 1.5673
H -0.0771 -5.5787 -5.2195
H 0.9339 -1.6254 0.0394
H 2.3333 0.2942 5.8438
H 0.3660 2.2081 0.7394
H 0.9636 5.5580 6.0903
H -1.3185 -2.4997 -0.3725
H -2.4166 3.6533 4.0498
H -1.7985 -2.1750 1.3463
H -2.5778 -0.3414 -0.3428
H 2.4461 4.7125 6.5655
H 3.0348 -4.2294 -0.5169
H -0.6589 2.3167 3.1908
H -1.1841 2.8929 6.6514
H 3.6313 -4.2111 -5.4749
H -1.2947 3.1049 1.8303
H -2.3605 0.2934 2.4147
H 0.3838 -0.0030 8.0920
H 3.1981 -5.9169 -7.3251
```

Summary:
- LUMO energy (Eh) = -0.18205
- charge = +1
- HOMO-LUMO gap (Ha) = 0.1512
- total energy (eV) = -187612.813

Atomic partial charges in e from the Mulliken method, atoms 1 to 99: 1.0877, 0.7302, 1.0500, 0.9055, 0.9834, 1.0748, 0.9233, 1.0413, -0.3356, -0.2451, -0.2960, -0.3386, -0.2627, -0.2604, -0.2697, -0.3124, -0.5627, -0.5944, -0.5303, -0.4174, -0.5181, -0.3620, -0.3410, -0.4882, -0.5177, -0.5331, -0.6000, -0.6052, -0.5108, -0.6067, -0.6153, -0.5624, -0.5347, -0.7197, -0.3987, -0.2870, -0.0661, 0.0266, -0.1632, 1.1702, 0.4730, 0.3373, -0.1928, -0.3366, -0.9097, 0.3244, 0.1592, 0.1060, -1.4413, -1.1174, -0.7404, 0.5025, -0.8575, -1.2153, -1.0349, -0.9869, -0.4461, -0.9494, -1.2553, 2.3340, -0.7835, -1.0224, -0.7046, -0.7238, -0.6165, -0.2806, -0.8752, 0.7146, 0.5888, 0.4255, 0.0006, 0.4036, 0.3649, 0.4857, 0.2933, 0.2663, 0.5118, 0.2585, 0.3164, 0.1134, 0.4735, 0.4251, 0.4638, 0.4102, 0.4104, 0.5098, 0.3435, 0.4458, 0.5574, 0.1406, 0.4346, 0.2602, 0.6341, 0.3527, -0.2682, 0.4581, 0.4373, -0.2803, 0.4045